ORCA calculation (the ωB97M-V functional and the def2-TZVPD basis) on a structure of composition C12H27N6O3PPt.

## Properties
maximum force: 0.9 eV/Å
orbital gap: 9.33 eV
relative energy (zero: lowest compared OMol25 entry of this formula, charge and spin): 0.00 kcal/mol
charge: +2
E_LUMO: -6.53 eV
calculated total energy: -1487.88626 Ha

Last column: natural (NBO) charge in e.
Geometry (Å):
Pt -0.5914 -1.5290 0.3016  0.53
N -0.3095 0.1185 -6.8891  -0.15
C -0.4075 -0.1656 -5.7817  0.20
C -0.5215 -0.5207 -4.3952  -0.05
C 0.4374 -1.3351 -3.7960  -0.19
C 0.3077 -1.6359 -2.4599  0.05
N -0.7160 -1.1730 -1.7162  -0.47
C -1.6465 -0.3995 -2.2971  0.06
C -1.5861 -0.0569 -3.6318  -0.18
H 1.2716 -1.7250 -4.3615  0.27
H 1.0283 -2.2628 -1.9518  0.23
H -2.4462 -0.0513 -1.6596  0.24
H -2.3553 0.5661 -4.0650  0.27
N -1.7377 -4.3190 1.1662  -0.67
N -1.5548 -3.5064 -0.0168  -0.68
H -2.0019 -5.2629 0.8939  0.39
H -2.5491 -3.9411 1.6499  0.37
H -2.4472 -3.3717 -0.4903  0.39
H -0.9669 -4.0314 -0.6600  0.40
C 0.8043 2.1561 3.9951  -0.63
C 0.0262 1.1972 3.1341  -0.05
O 0.7118 1.0831 1.8487  -0.85
P 0.0572 0.5982 0.4973  2.05
O -1.2052 1.4617 0.1680  -0.85
C -1.1749 2.9227 -0.0731  -0.06
C -1.5851 3.6835 1.1583  -0.64
O 1.1138 1.0436 -0.5732  -0.85
C 2.5554 0.7904 -0.4824  -0.06
C 3.2761 1.9443 -1.1256  -0.63
H 0.3496 2.2036 4.9846  0.25
H 0.8026 3.1580 3.5693  0.23
H 1.8358 1.8254 4.1070  0.23
H -0.9938 1.5358 2.9530  0.20
H -0.0073 0.2103 3.5978  0.15
H -1.8840 3.0637 -0.8848  0.21
H -0.1800 3.1875 -0.4260  0.20
H -2.5568 3.3495 1.5205  0.23
H -1.6677 4.7408 0.9049  0.25
H -0.8477 3.5953 1.9544  0.21
H 2.7427 -0.1492 -1.0038  0.18
H 2.8249 0.6819 0.5675  0.20
H 2.9793 2.0585 -2.1674  0.23
H 4.3502 1.7615 -1.0938  0.24
H 3.0722 2.8728 -0.5943  0.23
N -0.0571 -2.2375 2.1641  -0.60
N 1.0734 -3.0402 1.8071  -0.69
H 0.1520 -1.6168 2.9408  0.40
H -0.7664 -2.8952 2.4885  0.42
H 1.0375 -3.9794 2.1812  0.39
H 1.9532 -2.6042 2.0426  0.39



ORCA calculation (the ωB97M-V functional and the def2-TZVPD basis) on a cluster of 2 separate species, C9H13N4O in total.

## Properties
maximum force: 3.8 eV/Å
orbital gap: 8.55 eV
relative energy (zero: lowest compared OMol25 entry of this formula, charge and spin): 63.23 kcal/mol
charge: +1
E_LUMO: -4.28 eV
calculated total energy: -644.66689 Ha

Last column: natural (NBO) charge in e.
Geometry (Å):
C 2.6729 -2.1557 0.5110  -0.22
C 2.2033 0.1427 1.0529  -0.23
C 3.5541 -2.1414 1.5963  0.06
C 3.0537 0.0860 2.0735  0.03
C 1.9151 -1.0295 0.2962  -0.08
C -0.4081 0.1255 -2.4482  0.42
C 0.9495 -0.9894 -0.8206  -0.06
C 0.3493 0.1250 -1.2766  -0.36
C -2.0638 0.2586 0.3028  0.35
N 3.7654 -1.0341 2.3393  -0.37
N -1.6412 1.4680 0.5965  -0.34
N -2.9276 -0.0570 -0.6491  -0.73
N -1.7910 2.4968 -0.3583  -0.67
O -1.2852 0.9325 -2.5440  -0.58
H 2.4576 -2.9588 -0.1379  0.22
H 1.5325 1.0289 0.9065  0.18
H 4.0582 -3.1619 1.7441  0.22
H 3.0732 0.9719 2.7505  0.21
H -0.1209 -0.6975 -3.2310  0.16
H 0.5915 -1.9854 -1.0879  0.22
H 0.5573 0.9881 -0.7038  0.22
H -1.7742 -0.5118 0.9512  0.23
H -1.0570 1.6126 1.4025  0.43
H -3.3451 0.5357 -1.3702  0.45
H -3.3710 -0.9386 -0.6129  0.42
H -0.9807 3.2215 -0.1557  0.39
H -1.6379 2.1898 -1.3639  0.43



ORCA calculation (the ωB97M-V functional and the def2-TZVPD basis) on a structure of composition C23H16Cl5N6OTi.

## Properties
maximum force: 3.9 eV/Å
orbital gap (spin up / spin down): 6.50 / 6.51 eV
relative energy (zero: lowest compared OMol25 entry of this formula, charge and spin): 15.51 kcal/mol
charge: +1
E_LUMO (spin up / spin down): -3.88 / -3.88 eV
calculated total energy: -4440.17010 Ha

Last column: natural (NBO) charge in e.
Geometry (Å):
Ti -0.6648 -0.4575 1.1929  1.31
C -1.0799 2.6787 1.4440  -0.26
N -1.8702 1.4997 1.8633  -0.63
C -3.2314 1.4578 1.3174  -0.27
C -3.1218 0.8281 -0.0333  0.43
N -2.2229 -0.1033 -0.2571  -0.56
C -2.3308 -0.4325 -1.6100  0.15
C -1.6306 -1.3669 -2.3681  -0.21
C -1.9738 -1.4669 -3.7008  -0.19
C -2.9839 -0.6721 -4.2657  -0.18
C -3.6887 0.2497 -3.5181  -0.22
C -3.3360 0.3499 -2.1779  0.09
N -3.8108 1.1538 -1.1411  -0.50
C 0.2042 2.2994 0.7713  0.45
N 0.4296 1.1310 0.2166  -0.55
C 1.7039 1.2114 -0.3501  0.17
C 2.4317 0.2708 -1.0719  -0.21
C 3.6919 0.6422 -1.4920  -0.19
C 4.2154 1.9141 -1.2147  -0.18
C 3.4940 2.8603 -0.5156  -0.23
C 2.2284 2.4756 -0.0918  0.10
N 1.2374 3.1463 0.6231  -0.50
H -0.8704 3.3156 2.3039  0.24
H -1.6677 3.2751 0.7406  0.23
H -1.8669 1.4467 2.8746  0.44
H -3.7159 2.4368 1.2712  0.22
H -3.8378 0.8195 1.9629  0.25
H -0.8665 -1.9911 -1.9247  0.25
H -1.4579 -2.1810 -4.3281  0.23
H -3.2178 -0.7892 -5.3151  0.23
H -4.4724 0.8543 -3.9541  0.23
H -4.5605 1.8231 -1.1928  0.44
H 2.0299 -0.7099 -1.2863  0.24
H 4.2960 -0.0629 -2.0469  0.23
H 5.2090 2.1590 -1.5648  0.23
H 3.8946 3.8435 -0.3096  0.23
H 1.2896 4.0807 0.9921  0.43
Cl 5.3992 -2.8649 2.1400  0.06
C 3.7440 -2.7007 1.7053  -0.09
C 3.1080 -1.4581 1.8462  -0.12
Cl 3.9396 -0.0651 2.4247  0.04
C 1.8015 -1.3721 1.4669  -0.11
Cl 0.2925 0.1897 3.3406  -0.42
C 1.0948 -2.4340 0.9750  0.23
O -0.1687 -2.1489 0.5765  -0.69
C 1.6915 -3.6792 0.8297  -0.13
Cl 0.7862 -4.9949 0.1996  0.05
C 3.0333 -3.7993 1.2072  -0.09
Cl 3.8144 -5.3203 1.0450  0.07
N -2.1497 -2.4804 3.5013  -0.57
C -1.8494 -1.7108 2.7022  0.35
H -2.4134 -3.1510 4.1968  0.48



ORCA calculation (the ωB97M-V functional and the def2-TZVPD basis) on a structure of composition C6H6F5MnOTe.

## Properties
maximum force: 5.7 eV/Å
orbital gap (spin up / spin down): 9.34 / 9.23 eV
multiplicity: 2
relative energy (zero: lowest compared OMol25 entry of this formula, charge and spin): 26.66 kcal/mol
charge: +1
E_LUMO (spin up / spin down): -5.80 / -5.80 eV
calculated total energy: -2225.46934 Ha

Last column: natural (NBO) charge in e.
Geometry (Å):
Mn -0.4029 -0.3559 -0.2490  1.39
C 1.5050 -1.3397 1.2315  -0.23
C 0.7550 -0.4764 2.0616  -0.27
C 0.7379 0.9115 1.8033  -0.21
C 1.4520 1.4369 0.7109  -0.22
C 2.1968 0.5754 -0.1147  -0.19
C 2.2253 -0.8093 0.1417  -0.24
H 1.6336 -2.3819 1.5065  0.27
H 0.3144 -0.8619 2.9755  0.27
H 0.2716 1.5824 2.5163  0.27
H 1.5038 2.5087 0.5609  0.27
H 2.8460 0.9898 -0.8764  0.27
H 2.9114 -1.4431 -0.4106  0.27
F -3.0121 -0.9378 -3.4247  -0.55
Te -2.6552 -0.2548 -1.7237  3.32
F -4.3719 -0.2898 -0.9941  -0.55
F -0.7676 0.4453 -2.2165  -0.63
F -3.1252 1.4110 -2.4511  -0.54
F -2.1449 0.9235 -0.1045  -0.63
O -1.8736 -1.6336 -0.9437  -1.07